Record 1
{
  "formula": "C3H2Br2ClF",
  "method": "ωB97M-V/def2-TZVPD",
  "gap_ev": [7.57, 7.63],
  "spin_multiplicity": 3,
  "e_above_lowest_ev": 3.376,
  "lumo_energy_ha": [-0.030, -0.093],
  "elements": ["C", "C", "C", "F", "Cl", "Br", "Br", "H", "H"],
  "xyz": [[1.077, 2.830, 0.840], [3.472, 0.037, 0.043], [0.700, 1.534, 1.156], [3.634, 1.283, 0.363], [4.113, -1.014, 1.149], [0.402, 3.557, -0.630], [-1.394, 0.735, 0.669], [1.383, 0.839, 0.588], [0.749, 1.273, 2.244]],
  "forces_ev_per_a": [[-1.701, 0.707, 0.084], [-1.178, 0.279, -2.080], [0.937, -3.038, 1.502], [0.730, 0.084, 0.754], [0.778, -0.380, 1.297], [0.331, 1.246, -1.238], [1.763, 0.887, 0.381], [-1.558, -0.014, 0.235], [-0.100, 0.228, -0.935]]
}

Record 2
{
  "formula": "C4H3NO",
  "method": "ωB97M-V/def2-TZVPD",
  "gap_ev": 9.27,
  "smiles": "C#CC(O)=C=N",
  "e_above_lowest_ev": 2.469,
  "lumo_energy_ha": 0.021,
  "elements": ["C", "C", "C", "O", "C", "N", "H", "H", "H"],
  "xyz": [[2.284, 0.320, -0.189], [1.080, 0.303, -0.138], [-0.344, 0.300, -0.055], [-1.097, 1.328, -0.588], [-0.980, -0.731, 0.468], [-1.598, -1.734, 0.807], [3.350, 0.360, -0.199], [-0.938, 2.116, -0.054], [-1.758, -2.263, -0.054]],
  "forces_ev_per_a": [[-0.407, 0.066, 0.068], [0.510, 0.123, 0.045], [0.088, -0.259, 0.218], [0.064, 0.306, 0.129], [-0.162, -0.335, -0.246], [0.324, 0.565, -0.233], [-0.139, -0.045, -0.054], [-0.040, 0.059, -0.122], [-0.239, -0.480, 0.195]]
}

Record 3
{
  "formula": "C17H36Br2N3Si2Tm",
  "method": "ωB97M-V/def2-TZVPD",
  "gap_ev": [7.68, 7.24],
  "charge": 2,
  "spin_multiplicity": 3,
  "lumo_energy_ha": [-0.241, -0.257],
  "elements": ["Tm", "C", "Si", "C", "C", "C", "C", "C", "C", "C", "C", "N", "Si", "C", "C", "C", "H", "H", "H", "H", "H", "H", "H", "H", "H", "H", "H", "H", "H", "H", "H", "H", "H", "H", "H", "H", "H", "H", "Br", "C", "Br", "H", "H", "C", "C", "C", "C", "N", "N", "H", "H", "H", "H", "H", "H", "H", "H", "H", "H", "H", "H"],
  "xyz": [[-0.131, 0.097, -0.146], [0.543, -2.156, 4.556], [-0.292, -1.668, 2.949], [-2.176, -1.703, 3.103], [0.255, -2.906, 1.595], [0.227, -0.005, 2.181], [1.693, 0.000, 1.927], [2.681, -0.016, 2.917], [4.014, 0.001, 2.557], [4.362, 0.039, 1.206], [3.357, 0.056, 0.274], [2.051, 0.036, 0.612], [-0.289, 1.674, 2.901], [0.462, 2.136, 4.553], [-2.178, 1.753, 2.902], [0.348, 2.909, 1.573], [0.141, -3.115, 4.890], [0.367, -1.431, 5.353], [1.619, -2.279, 4.429], [-2.555, -2.689, 2.823], [-2.673, -0.960, 2.483], [-2.490, -1.526, 4.134], [-0.205, -3.884, 1.754], [1.337, -3.056, 1.616], [-0.014, -2.596, 0.568], [2.387, -0.042, 3.956], [4.785, -0.013, 3.317], [5.395, 0.056, 0.893], [3.581, 0.086, -0.785], [0.224, 1.402, 5.325], [0.075, 3.101, 4.888], [1.547, 2.225, 4.485], [-2.593, 1.346, 3.826], [-2.626, 1.200, 2.075], [-2.514, 2.791, 2.834], [1.425, 3.060, 1.670], [-0.124, 3.885, 1.701], [0.164, 2.616, 0.521], [-2.735, -1.515, -0.449], [-3.764, 0.111, -0.752], [-2.606, 1.687, -0.826], [-4.452, 0.252, 0.073], [-4.273, 0.020, -1.703], [-0.033, 1.764, -5.009], [0.988, 1.275, -3.983], [1.782, 0.090, -4.522], [1.942, 2.402, -3.595], [0.270, 0.897, -2.708], [-0.438, -0.370, -2.730], [0.455, 1.962, -5.962], [-0.503, 2.695, -4.680], [-0.816, 1.024, -5.199], [2.436, 0.450, -5.314], [1.151, -0.683, -4.966], [2.419, -0.351, -3.751], [2.399, 2.820, -4.491], [2.737, 2.029, -2.948], [1.418, 3.209, -3.078], [-0.456, 1.606, -2.626], [0.245, -1.059, -3.033], [-1.148, -0.380, -3.460]],
  "forces_ev_per_a": [[0.618, -0.014, 0.120], [-0.120, 0.078, -0.274], [-0.190, 0.247, -0.498], [0.267, -0.170, 0.184], [-0.073, 0.138, 0.406], [-0.259, 0.065, 0.029], [-0.060, 0.028, -0.132], [0.205, 0.006, -0.059], [-0.128, 0.000, -0.020], [0.021, -0.002, -0.002], [0.013, 0.012, -0.272], [-0.204, -0.055, 0.048], [-0.186, -0.286, -0.470], [-0.135, -0.019, -0.243], [0.272, 0.189, 0.269], [-0.067, -0.205, 0.457], [0.000, -0.001, 0.005], [-0.014, 0.016, -0.017], [0.003, -0.015, 0.025], [-0.019, 0.008, 0.028], [0.007, 0.006, -0.026], [0.026, 0.022, 0.001], [-0.020, -0.008, -0.124], [0.010, 0.048, -0.077], [-0.024, -0.072, -0.053], [-0.038, 0.000, -0.007], [-0.006, 0.003, 0.000], [-0.012, -0.003, -0.023], [-0.011, 0.005, 0.006], [-0.018, -0.017, -0.022], [0.000, 0.002, -0.007], [0.000, 0.006, 0.010], [0.009, -0.041, -0.022], [0.014, -0.004, -0.023], [-0.006, -0.013, 0.007], [0.017, -0.060, -0.097], [-0.043, -0.005, -0.125], [-0.029, 0.080, -0.130], [-0.168, 0.252, 0.079], [0.184, -0.108, -0.010], [-0.171, -0.113, 0.029], [0.078, -0.009, 0.072], [0.053, 0.035, -0.036], [-0.029, -0.058, 0.065], [0.327, 0.055, -0.063], [-0.042, 0.047, 0.093], [-0.072, -0.064, 0.026], [-0.062, -0.140, 0.442], [0.333, 0.269, 0.247], [-0.001, 0.009, 0.003], [-0.008, -0.009, -0.010], [0.031, -0.008, -0.025], [0.011, -0.033, -0.009], [-0.006, -0.008, 0.014], [-0.005, -0.012, 0.000], [-0.006, 0.023, 0.013], [-0.012, 0.022, 0.022], [-0.003, 0.013, -0.019], [-0.099, 0.010, 0.054], [0.063, -0.118, 0.043], [-0.216, -0.022, 0.099]]
}

Record 4
{
  "formula": "C29H48GaN4O7P2S",
  "method": "ωB97M-V/def2-TZVPD",
  "gap_ev": 9.40,
  "charge": 3,
  "e_above_lowest_ev": 0.045,
  "lumo_energy_ha": -0.256,
  "elements": ["Ga", "C", "C", "C", "O", "P", "O", "C", "P", "O", "O", "C", "C", "C", "O", "C", "C", "C", "O", "C", "C", "C", "H", "H", "H", "H", "H", "H", "H", "H", "H", "H", "H", "H", "H", "H", "H", "H", "H", "H", "H", "H", "H", "H", "H", "H", "H", "H", "H", "H", "H", "H", "N", "S", "C", "C", "C", "C", "C", "C", "C", "C", "C", "C", "C", "C", "H", "H", "H", "H", "H", "H", "H", "H", "H", "H", "H", "C", "N", "C", "C", "O", "N", "C", "N", "H", "H", "H", "H", "H", "H", "H"],
  "xyz": [[0.998, 0.829, -0.641], [-0.640, -4.878, 0.021], [-0.015, -3.584, -0.437], [1.215, -3.760, -1.296], [-1.064, -2.880, -1.228], [-1.266, -1.347, -1.212], [0.008, -0.566, -1.496], [-1.889, -0.898, 0.427], [-1.745, 0.847, 0.849], [-0.323, 1.317, 0.574], [-2.810, 1.522, -0.045], [-3.027, 3.005, -0.115], [-2.310, 3.503, -1.347], [-4.519, 3.213, -0.136], [-1.994, 1.064, 2.352], [-3.333, 0.962, 3.032], [-3.547, 2.264, 3.760], [-3.278, -0.247, 3.931], [-2.314, -0.998, -2.278], [-3.626, -1.727, -2.440], [-4.703, -0.676, -2.387], [-3.548, -2.492, -3.735], [0.088, -5.437, 0.609], [-0.923, -5.485, -0.839], [-1.522, -4.702, 0.635], [0.218, -2.952, 0.427], [0.993, -4.394, -2.154], [1.993, -4.243, -0.702], [1.596, -2.801, -1.645], [-1.326, -1.451, 1.186], [-2.935, -1.209, 0.504], [-2.586, 3.431, 0.789], [-2.707, 3.015, -2.238], [-1.236, 3.320, -1.271], [-2.467, 4.577, -1.442], [-4.959, 2.725, -1.007], [-4.734, 4.279, -0.197], [-4.990, 2.824, 0.766], [-4.076, 0.832, 2.241], [-2.761, 2.421, 4.497], [-4.504, 2.225, 4.281], [-3.570, 3.113, 3.078], [-2.494, -0.128, 4.679], [-3.102, -1.165, 3.369], [-4.231, -0.352, 4.448], [-3.704, -2.417, -1.595], [-4.568, 0.040, -3.199], [-4.699, -0.140, -1.437], [-5.675, -1.152, -2.511], [-3.407, -1.808, -4.571], [-4.484, -3.030, -3.888], [-2.736, -3.218, -3.719], [2.476, 0.074, 0.219], [2.360, -0.571, 1.716], [3.503, 0.365, 2.705], [4.482, -0.251, 3.469], [5.297, 0.547, 4.261], [5.124, 1.923, 4.280], [4.127, 2.521, 3.516], [3.300, 1.745, 2.724], [3.060, -2.189, 1.655], [2.418, -3.160, 2.414], [2.936, -4.449, 2.426], [4.064, -4.746, 1.673], [4.693, -3.761, 0.916], [4.198, -2.468, 0.909], [3.425, 0.302, -0.053], [4.614, -1.324, 3.462], [6.070, 0.087, 4.861], [5.767, 2.535, 4.897], [3.991, 3.593, 3.542], [2.518, 2.205, 2.132], [1.546, -2.911, 3.007], [2.462, -5.215, 3.025], [4.466, -5.750, 1.683], [5.578, -4.000, 0.343], [4.699, -1.697, 0.336], [2.013, 3.804, -5.242], [1.810, 3.316, -3.878], [2.158, 4.081, -2.679], [1.797, 3.092, -1.600], [1.821, 3.139, -0.388], [1.361, 1.933, -2.196], [1.384, 2.107, -3.548], [1.022, 1.165, -4.398], [2.131, 4.883, -5.207], [1.140, 3.587, -5.857], [2.907, 3.365, -5.687], [1.572, 4.998, -2.592], [3.218, 4.338, -2.646], [0.662, 0.291, -4.048], [1.066, 1.304, -5.395]],
  "forces_ev_per_a": [[-0.115, -0.117, -0.138], [0.025, -0.010, -0.004], [0.018, -0.115, 0.080], [-0.074, 0.041, -0.014], [0.081, 0.115, -0.044], [-0.071, -0.029, 0.058], [0.025, -0.018, 0.022], [0.040, 0.087, 0.035], [-0.130, -0.183, 0.004], [0.118, 0.092, 0.023], [-0.009, 0.015, -0.015], [-0.005, 0.004, 0.013], [-0.016, -0.010, 0.019], [0.008, 0.001, -0.022], [0.037, 0.036, -0.079], [-0.037, -0.018, 0.017], [0.003, -0.011, 0.012], [0.010, 0.019, 0.006], [0.002, 0.012, -0.008], [0.001, -0.049, 0.011], [0.020, 0.022, -0.035], [-0.001, 0.035, -0.009], [-0.009, -0.018, 0.012], [0.001, -0.002, 0.005], [-0.001, -0.006, 0.004], [-0.011, 0.042, -0.022], [0.003, 0.005, -0.001], [-0.004, -0.008, 0.003], [0.020, 0.005, -0.007], [0.008, -0.008, -0.015], [-0.007, -0.009, -0.006], [0.007, -0.012, 0.016], [0.006, -0.001, -0.005], [-0.010, 0.005, -0.010], [0.004, 0.005, -0.008], [-0.009, 0.007, 0.003], [-0.002, 0.000, 0.006], [0.002, -0.003, -0.003], [0.016, 0.006, -0.018], [-0.005, 0.003, 0.003], [0.004, 0.005, 0.001], [0.006, -0.001, -0.012], [-0.004, -0.009, 0.002], [-0.001, -0.001, 0.001], [-0.002, -0.003, 0.002], [0.006, 0.007, 0.001], [-0.023, 0.001, 0.003], [0.005, -0.004, -0.002], [-0.004, -0.001, 0.006], [-0.009, -0.008, -0.007], [0.001, -0.006, -0.001], [0.002, -0.002, 0.004], [0.047, 0.021, -0.043], [0.011, -0.047, 0.117], [-0.070, 0.129, -0.054], [0.019, -0.015, 0.041], [-0.002, -0.014, -0.018], [-0.009, 0.008, -0.016], [0.027, -0.004, 0.006], [0.019, -0.053, 0.043], [-0.046, -0.017, 0.006], [0.014, -0.008, 0.008], [0.026, -0.020, -0.034], [-0.019, 0.030, 0.016], [0.008, -0.011, 0.012], [0.005, -0.025, -0.031], [-0.015, 0.025, -0.033], [0.005, 0.003, -0.008], [0.001, 0.004, 0.004], [-0.006, -0.001, 0.009], [0.003, 0.000, 0.002], [0.002, 0.001, -0.008], [-0.006, -0.002, -0.010], [0.002, -0.003, 0.001], [0.001, -0.004, 0.000], [0.000, -0.005, 0.000], [-0.002, -0.007, 0.005], [-0.018, 0.004, 0.000], [0.061, 0.058, -0.012], [-0.044, -0.023, 0.000], [0.003, -0.044, -0.074], [0.102, 0.166, 0.144], [-0.010, 0.051, 0.021], [-0.029, -0.074, -0.016], [-0.019, 0.003, 0.021], [0.003, 0.001, 0.005], [-0.009, -0.003, 0.009], [0.006, -0.006, 0.008], [-0.009, 0.000, -0.009], [0.010, -0.018, 0.004], [0.008, -0.008, -0.007], [0.004, -0.001, 0.000]]
}

Number 1: electronic energy -158460.7389 eV. Number 2: electronic energy -7730.2754 eV. Number 3: electronic energy -208041.5064 eV. Number 4: electronic energy -132919.7896 eV.